Record 1
{"formula": "C9H16AuN5P", "method": "ωB97M-V/def2-TZVPD", "e_tot_ev": -30019.0626, "charge": 1, "species": ["Au", "C", "N", "C", "N", "C", "N", "C", "P", "C", "C", "H", "H", "H", "H", "H", "H", "H", "H", "H", "H", "H", "H", "N", "C", "C", "N", "C", "H", "H", "H", "H"], "positions_angstrom": [[0.09103, -0.12018, -2.05710], [1.43923, 1.70363, 2.69499], [1.17944, 0.28785, 2.48550], [-0.15360, -0.03014, 2.97499], [-1.18809, 0.79184, 2.36436], [-0.87305, 2.19802, 2.56429], [0.44387, 2.55252, 2.06068], [0.52082, 2.53721, 0.62400], [0.17767, 0.81496, -0.01310], [1.36221, -0.08404, 1.10610], [-1.37200, 0.48885, 0.96879], [2.43035, 1.94821, 2.30552], [1.41939, 1.90107, 3.76920], [-0.17040, 0.14471, 4.05450], [-0.36940, -1.08415, 2.77906], [-0.89613, 2.40872, 3.63559], [-1.63045, 2.80709, 2.06506], [1.52340, 2.84300, 0.30114], [-0.21275, 3.23489, 0.20241], [2.38758, 0.15180, 0.79625], [1.21127, -1.16405, 0.99179], [-1.64702, -0.56666, 0.85340], [-2.18870, 1.09988, 0.56506], [-0.62732, -2.95047, -5.13967], [-0.39844, -3.73716, -4.05228], [-0.09035, -2.88509, -3.03795], [-0.12894, -1.60212, -3.50342], [-0.45911, -1.67392, -4.77480], [-0.87745, -3.27892, -6.05946], [-0.47279, -4.80477, -4.07401], [0.15221, -3.09414, -2.01774], [-0.58247, -0.83842, -5.43314]]}

Record 2
{"formula": "C9H16BBrClCuNO7P", "method": "ωB97M-V/def2-TZVPD", "e_tot_ev": -162578.1979, "spin_multiplicity": 2, "charge": 1, "s2": 0.75, "species": ["C", "C", "C", "Cl", "N", "C", "C", "O", "C", "O", "C", "C", "B", "O", "O", "C", "O", "O", "P", "O", "Br", "H", "H", "H", "H", "H", "H", "H", "H", "H", "H", "H", "H", "H", "H", "H", "H", "Cu"], "positions_angstrom": [[-0.50881, -3.03356, 2.02653], [-1.23332, -1.93312, 1.24380], [-0.36996, -1.33518, 0.11088], [-0.99177, -2.14008, -1.50514], [-0.37459, 0.08264, 0.04290], [-1.36943, 0.64470, -0.87802], [-1.80363, 2.08955, -0.72144], [-2.26665, 2.42547, 0.58138], [-3.37748, 1.79404, 0.97370], [-4.12119, 1.16854, 0.25780], [0.93386, 0.72354, 0.15079], [1.71041, 1.01379, -1.13670], [2.39336, -0.19457, -1.88699], [1.90732, -1.49926, -1.93003], [3.55521, 0.10373, -2.52511], [1.82276, -0.02443, 1.10954], [3.00086, -0.27837, 0.95284], [1.17681, -0.41059, 2.19942], [0.69368, 2.44952, 1.11708], [1.03479, 3.51846, -0.05726], [2.54038, 2.63062, 2.34344], [-0.83015, -4.02065, 1.71130], [-0.68155, -2.90636, 3.08632], [0.56658, -2.98144, 1.89252], [-1.43188, -1.10170, 1.90832], [-2.18755, -2.27786, 0.86516], [0.61704, -1.76627, 0.16305], [-2.28712, 0.08490, -0.74393], [-1.02985, 0.53625, -1.90705], [-1.05598, 2.80696, -1.03297], [-2.62806, 2.20932, -1.41955], [-3.54501, 1.88149, 2.04741], [2.53922, 1.67069, -0.89326], [1.08719, 1.59280, -1.81439], [2.52444, -2.12432, -1.55306], [3.93883, -0.67685, -2.92932], [1.98087, 3.67214, -0.16250], [-1.92959, -4.39456, -1.68740]]}

Record 3
{"formula": "C9H16Br3NO3", "method": "ωB97M-V/def2-TZVPD", "e_tot_ev": -227349.0716, "species": ["C", "C", "C", "O", "C", "O", "N", "O", "C", "C", "C", "C", "H", "H", "H", "H", "H", "H", "H", "H", "H", "H", "H", "H", "H", "H", "H", "C", "Br", "Br", "Br", "H"], "positions_angstrom": [[1.55971, -0.48701, 1.40256], [1.02371, 0.66638, 1.01839], [-0.44544, 0.98975, 1.02467], [-1.21971, 0.56358, -0.11912], [-1.77888, -0.65919, -0.08026], [-2.96448, -0.79663, -0.00886], [-0.87824, -1.76929, -0.16078], [-0.79232, -2.18977, -1.51335], [0.44901, -1.81244, -2.12821], [0.26934, -0.61514, -3.04566], [1.58388, 0.07181, -3.41224], [2.06068, 1.06989, -2.35998], [0.94702, -1.29471, 1.77831], [2.62451, -0.66288, 1.33400], [1.69467, 1.46040, 0.71146], [-0.91820, 0.64908, 1.94670], [-0.53242, 2.07330, 1.00164], [-1.34910, -2.52886, 0.31899], [1.20634, -1.64738, -1.36280], [0.74428, -2.69560, -2.69779], [-0.25578, -0.93591, -3.94443], [-0.36337, 0.10761, -2.52995], [2.37133, -0.64396, -3.65640], [1.40888, 0.64099, -4.32792], [1.24221, 1.74777, -2.11487], [2.86693, 1.67939, -2.76527], [2.38694, 0.58046, -1.44526], [-2.67921, 1.37432, 5.45106], [-2.86614, 0.80912, 3.62195], [-2.97881, -0.07667, 6.67511], [-0.97561, 2.21595, 5.75124], [-3.44174, 2.11567, 5.63708]]}

Record 4
{"formula": "C9H16BrInNO", "method": "ωB97M-V/def2-TZVPD", "e_tot_ev": -88338.4690, "charge": -1, "species": ["Br", "C", "C", "C", "In", "C", "C", "C", "C", "N", "C", "H", "H", "H", "H", "H", "H", "H", "H", "H", "H", "H", "H", "C", "O", "H", "H", "H", "H"], "positions_angstrom": [[1.83730, -2.79739, 1.36348], [0.78712, -1.52126, 0.19199], [1.53693, -0.07243, -0.02579], [1.04912, 1.11108, 1.00486], [-0.92855, 1.93831, 0.14897], [-2.47651, 0.29467, 0.52694], [-2.92859, -0.06946, 2.04656], [-3.99709, -1.29405, 2.03008], [-4.45166, -1.94498, 0.63586], [-4.10274, -1.61460, -0.77462], [-3.12281, -0.49609, -0.70844], [-0.28724, -1.42806, 0.70133], [0.57712, -2.02616, -0.86910], [2.70299, -0.22303, 0.17826], [1.35965, 0.30373, -1.12582], [1.83169, 1.97442, 1.16494], [0.77532, 0.71329, 2.09513], [-1.44219, 3.42923, 1.05782], [-0.77932, 2.41165, -1.57615], [-2.47896, 0.48211, 2.97513], [-4.43740, -1.70494, 3.04656], [-5.21040, -2.86504, 0.72987], [-2.75136, -0.12483, -1.78305], [4.60808, 0.62340, -2.36077], [3.77645, 1.33675, -1.46416], [4.27124, -0.41475, -2.40821], [4.54207, 1.07147, -3.35520], [5.64049, 0.65328, -2.00372], [4.09926, 2.25366, -1.44274]]}

Record 5
{"formula": "C9H16BrN6", "method": "ωB97M-V/def2-TZVPD", "e_tot_ev": -88566.5549, "charge": 1, "species": ["Br", "N", "C", "N", "C", "C", "N", "H", "H", "H", "H", "H", "H", "H", "C", "C", "N", "H", "H", "H", "C", "C", "N", "H", "H", "H", "C", "C", "N", "H", "H", "H"], "positions_angstrom": [[4.90289, 1.29451, 0.84686], [3.61346, 2.19224, -0.14603], [2.30856, 2.17157, 0.18663], [1.60855, 1.07773, 0.16432], [0.15896, 1.28679, 0.07313], [0.19283, 2.84913, 0.08931], [1.50679, 3.23110, 0.63587], [3.86722, 2.68485, -0.98946], [2.00021, 0.25362, -0.28740], [-0.31585, 0.83678, 0.94146], [-0.27547, 1.06309, -0.89461], [-0.67765, 3.34493, 0.50188], [0.30739, 3.09734, -0.96998], [1.51355, 3.25705, 1.65482], [-1.76729, -2.64296, 0.38690], [-0.50733, -2.07730, -0.09185], [0.46733, -1.61972, -0.46564], [-1.66164, -2.93419, 1.42956], [-2.55753, -1.90052, 0.30431], [-2.03156, -3.51703, -0.20598], [2.63449, -0.06328, -3.46925], [1.38681, 0.32496, -4.13213], [0.41023, 0.62697, -4.63628], [2.89415, 0.68252, -2.71841], [2.50903, -1.02998, -2.98347], [3.44096, -0.13157, -4.19635], [-4.54298, -2.80617, 3.31880], [-3.88133, -1.58558, 2.84784], [-3.37629, -0.62922, 2.49355], [-5.62260, -2.68207, 3.26632], [-4.25012, -3.64983, 2.69614], [-4.25575, -3.00575, 4.34914]]}

Record 6
{"formula": "C9H16ClN2", "method": "ωB97M-V/def2-TZVPD", "smiles": "CCCC(=[NH2+])[C@H](N)/C=C\\C=C\\Cl", "relative_energy_kcal_mol": 99.0, "e_tot_ev": -25085.1189, "charge": 1, "species": ["C", "C", "C", "C", "N", "C", "N", "C", "C", "C", "C", "Cl", "H", "H", "H", "H", "H", "H", "H", "H", "H", "H", "H", "H", "H", "H", "H", "H"], "positions_angstrom": [[-3.23701, -1.40565, 0.86876], [-1.70505, -1.59175, 0.64129], [-1.11410, -0.49603, -0.34231], [0.36344, -0.35336, -0.12717], [1.12909, -1.42076, -0.32537], [0.93941, 0.62449, 0.95277], [-0.04831, 1.68826, 1.07965], [2.28213, 1.16648, 0.67960], [2.79723, 1.37916, -0.55532], [2.02173, 1.32144, -1.77306], [0.65533, 1.25271, -1.82507], [-0.24265, 0.88486, -3.27074], [-3.62454, -1.39037, -0.09362], [-3.47560, -0.45450, 1.44547], [-3.36593, -2.30494, 1.37402], [-1.25481, -2.51481, 0.16013], [-1.29173, -1.52485, 1.74070], [-1.62422, 0.54124, -0.37795], [-1.13974, -0.64817, -1.35067], [2.03032, -1.66567, 0.03969], [0.72144, -2.24124, -0.72818], [0.83567, -0.21798, 1.73694], [0.00385, 2.26937, 1.89630], [-0.98514, 1.30935, 1.09492], [2.97681, 1.38570, 1.39587], [3.73426, 1.66801, -0.66156], [2.46590, 1.11981, -2.74558], [0.15225, 1.61921, -0.92951]]}

Record 7
{"formula": "C9H16ErO7S", "method": "ωB97M-V/def2-TZVPD", "e_tot_ev": -62344.4703, "spin_multiplicity": 4, "charge": 3, "s2": 3.76, "species": ["C", "C", "O", "C", "O", "C", "C", "C", "C", "C", "C", "O", "O", "O", "S", "O", "O", "H", "H", "H", "H", "H", "H", "H", "H", "H", "H", "H", "H", "H", "H", "H", "H", "Er"], "positions_angstrom": [[3.74508, -0.33378, 1.15997], [2.90735, -0.18164, -0.09558], [3.70812, -0.38045, -1.27806], [1.78504, -1.18861, -0.21560], [1.12298, -1.57909, 0.92490], [-0.16734, -1.08884, 1.24108], [-0.34737, 0.40306, 1.51661], [-0.94263, 1.31059, 0.40835], [-1.50088, 0.61561, -0.82488], [-2.52982, 1.51606, -1.57344], [-3.86460, 1.48311, -0.87965], [-4.66799, 0.57430, -1.16767], [-4.20102, 2.34200, 0.07404], [-2.21216, -0.57951, -0.53115], [-1.36718, -1.81859, 0.06692], [-0.59934, -2.45656, -0.96153], [-2.29624, -2.59631, 0.79976], [4.76568, -0.57900, 0.88147], [3.81616, 0.61128, 1.67739], [3.35583, -1.08032, 1.84026], [2.51722, 0.83106, -0.13825], [3.11794, -0.51187, -2.02573], [2.34802, -2.09940, -0.55004], [1.12996, -0.93889, -1.04850], [-0.42055, -1.61288, 2.15149], [0.60556, 0.81900, 1.81939], [-0.98333, 0.47907, 2.38681], [-0.21955, 2.05481, 0.09839], [-1.74343, 1.87255, 0.87325], [-0.72170, 0.46077, -1.56694], [-2.18339, 2.54020, -1.64489], [-2.64618, 1.10495, -2.57011], [-4.17687, 3.26068, -0.25830], [3.33318, -3.53441, -0.91695]]}

Record 8
{"formula": "C9H16FN2O3", "method": "ωB97M-V/def2-TZVPD", "smiles": "CN(C)C(=O)C[C@@H]1C[NH2+][C@H](CC(=O)F)O1", "e_tot_ev": -21423.7705, "charge": 1, "species": ["C", "N", "C", "C", "O", "C", "C", "C", "N", "C", "C", "C", "O", "F", "O", "H", "H", "H", "H", "H", "H", "H", "H", "H", "H", "H", "H", "H", "H", "H", "H"], "positions_angstrom": [[-1.60441, -1.74798, -3.41561], [-1.46480, -1.98425, -1.96720], [-2.30442, -1.08260, -1.17823], [-0.09124, -2.00003, -1.53876], [0.37969, -3.01457, -1.19870], [0.83329, -0.74166, -1.51483], [0.56441, 0.17956, -0.32737], [1.22256, 1.60686, -0.33026], [0.54116, 2.08703, 0.93146], [0.59688, 0.82828, 1.81356], [1.50842, 1.04697, 3.05389], [0.81582, 0.57438, 4.35027], [1.45975, 0.19276, 5.20823], [-0.52645, 0.59838, 4.43676], [1.01373, -0.25663, 0.98760], [-0.80937, -1.07126, -3.80010], [-2.58070, -1.30874, -3.68266], [-1.56712, -2.72099, -3.93949], [-3.36951, -1.35691, -1.29444], [-2.09101, -1.17991, -0.09611], [-2.22643, -0.00575, -1.46506], [1.87024, -1.10887, -1.39793], [0.80970, -0.15980, -2.45508], [-0.50006, 0.42045, -0.11452], [0.96421, 2.10679, -1.27460], [2.27793, 1.66303, -0.01594], [-0.42865, 2.36793, 0.73626], [0.93630, 2.94770, 1.32111], [-0.42568, 0.50729, 2.09429], [1.75021, 2.11590, 3.19052], [2.44555, 0.49666, 2.88296]]}